A molecular structure, C28H49BFI2N2O38S8. Source: the OMol25 dataset; level of theory: the ωB97M-V functional and the def2-TZVPD basis.

Last column: Löwdin charge in e.
Atoms and positions in Å:
H  -4.21386  -2.80495  -0.76426  0.060
H  5.11401  -4.17047  0.38896  0.081
S  0.50998  6.29407  -0.24660  0.600
O  -2.19183  6.61460  1.52710  -0.192
H  -8.39186  0.10261  -3.76612  0.133
S  -3.32721  7.12225  2.20278  0.627
H  -1.68143  8.37855  4.31833  0.137
O  1.27606  11.57695  -5.81770  -0.229
H  2.16407  -3.66956  2.73432  0.037
O  -3.10975  6.99710  3.78867  -0.190
C  2.18642  -4.03874  1.71305  -0.104
H  -1.34349  5.14443  -2.15821  0.124
H  10.80263  -10.87607  1.17201  0.134
C  0.10868  -0.01000  -1.14230  -0.534
O  1.03871  -4.05675  -3.31182  0.162
C  10.43224  -12.32653  2.73758  -0.165
H  4.56501  -1.50444  -0.10250  0.101
C  4.05255  -4.20526  0.13216  -0.081
H  -4.00772  -4.19064  0.30498  0.093
C  10.43378  -11.89737  1.28603  -0.165
C  1.24173  1.14656  3.11376  -0.248
S  8.11516  -11.62890  2.17264  0.626
H  7.53930  -9.62020  -0.46744  0.124
S  0.60093  11.26145  -4.60982  0.589
O  6.70214  -6.24553  1.89170  -0.210
C  1.58372  0.40517  1.85540  -0.753
H  -0.53204  -3.36589  -0.17885  0.131
O  -0.78519  0.58452  -0.49870  0.073
C  0.62568  9.05967  -3.45917  -0.166
C  -2.74691  -2.55147  0.70661  -0.544
C  -7.85957  -0.43861  -2.99038  -0.132
O  -7.55723  -1.80040  -3.42256  -0.192
C  -0.17076  3.95718  -0.77679  -0.127
C  -1.71182  1.51856  -3.14850  -0.144
H  6.62463  -7.71863  -2.14863  0.136
O  4.50977  -7.28932  1.37327  -0.215
H  -3.11585  8.34354  5.36921  0.134
S  -3.49949  3.19345  -2.64490  0.613
O  -3.29586  8.71932  2.11837  -0.177
F  1.43989  -4.31964  -1.18865  0.112
I  -0.07070  -1.70813  3.09454  1.061
C  6.90184  -7.63626  -1.10105  -0.159
C  6.70763  -8.93246  -0.34256  -0.165
I  2.87484  1.47701  0.59505  1.053
H  1.57122  0.61064  4.00127  0.050
C  -3.44337  9.27601  3.43019  -0.163
O  0.90479  7.23252  -1.24770  -0.246
S  -6.25397  -2.30810  -2.62786  0.570
B  2.78836  -2.14490  0.27899  -0.720
C  1.14407  -0.81826  1.55538  -0.671
O  7.23209  -12.72573  2.33362  -0.207
H  -0.77903  2.06515  -3.00913  0.102
H  -1.27608  8.44542  -4.31256  0.137
C  -0.36597  8.96635  -4.59635  -0.153
O  1.46138  10.18041  -3.81700  -0.184
H  1.65268  2.15063  3.10524  0.036
O  -4.64368  6.67439  1.90581  -0.223
C  0.51832  -1.52036  -0.75868  -0.237
H  10.32800  -13.40936  2.83425  0.134
C  -5.72318  3.27708  3.45687  -0.148
O  0.85672  6.49039  1.11461  -0.222
H  -0.28914  3.47683  0.19430  0.136
H  -4.51036  9.35878  3.64901  0.132
O  -7.55482  2.97240  6.43189  -0.226
C  -6.49666  0.15156  -2.67943  -0.179
H  -2.86505  -3.97187  -0.99750  0.083
O  -3.02916  4.52724  -2.54026  -0.282
H  -5.96425  0.45327  -3.58285  0.134
H  -1.17514  -2.47040  -1.60388  0.143
S  5.89004  -7.10208  1.10676  0.601
O  3.72301  -1.54678  -0.56600  0.079
O  -5.32607  -2.76169  -3.59987  -0.218
C  -2.33927  1.13280  -1.82648  -0.153
H  0.07160  8.48235  -5.47185  0.133
O  -0.65866  10.33112  -4.93735  -0.192
O  -4.87677  2.89159  -2.83921  -0.243
C  1.15793  -2.04123  -2.07075  -0.025
O  7.64790  -10.29151  2.09778  -0.204
H  -3.10979  0.37125  -1.95241  0.128
C  -6.35881  4.60475  3.80327  -0.166
H  2.41315  -5.09998  1.79580  0.082
O  9.26307  -11.71086  3.28809  -0.180
O  -8.56415  1.99158  4.39565  -0.223
H  3.96424  -3.98958  -0.93078  0.082
S  -7.59502  2.81737  5.02206  0.592
H  -5.79604  5.12561  4.58043  0.132
C  -2.76764  8.27398  4.34232  -0.161
H  0.15860  1.24982  3.18089  0.055
H  -1.53462  0.65993  -3.78830  0.135
H  0.13243  9.28713  -2.51586  0.127
H  11.01293  -12.56452  0.65359  0.134
H  5.77820  -9.42841  -0.63217  0.140
O  -6.61087  -3.08607  -1.49713  -0.218
H  0.47228  -1.71390  -2.84070  0.134
O  0.96768  4.84798  -0.71077  -0.192
H  -1.61403  0.78171  -1.08888  -0.176
N  1.45205  -1.51194  0.38607  0.038
O  -7.64937  4.26001  4.33461  -0.191
C  -3.47827  -3.44254  -0.27530  0.032
O  6.59721  -8.53663  1.02724  -0.241
H  -2.29086  4.46533  -0.81135  0.112
H  1.19920  -3.95438  1.26817  0.046
H  2.09582  -1.54349  -2.29487  0.138
H  -6.46519  5.25233  2.93913  0.117
O  0.75946  0.49872  -2.07831  -0.002
H  -0.01037  3.18864  -1.53199  0.116
O  0.17807  12.27805  -3.71353  -0.228
O  -1.06408  6.07150  -0.34332  -0.232
C  -0.75514  -2.38636  -0.59904  -0.096
C  -1.32691  4.87939  -1.09684  -0.186
H  3.75908  -5.24409  0.23359  0.058
O  -3.09867  -2.48589  1.85023  0.064
O  -5.76495  -0.90763  -2.10387  -0.193
H  1.22041  8.16289  -3.34371  0.118
O  6.05015  -6.69899  -0.43959  -0.195
H  -4.63984  3.32821  3.40696  0.139
H  -2.98716  10.26051  3.47426  0.135
H  -6.10951  2.88119  2.51608  0.137
O  -6.13873  2.40119  4.51905  -0.184
H  -6.52455  0.99029  -1.99082  0.132
O  9.05395  -11.92548  0.90103  -0.194
O  -2.98061  2.36146  -1.38445  -0.179
C  1.21045  -3.53131  -2.26091  -0.435
N  3.23766  -3.32004  0.97805  -0.036
H  7.93186  -7.28012  -1.02401  0.133
O  -1.75413  -1.77107  0.21821  -0.047
O  -2.67128  2.41189  -3.76368  -0.190
H  11.31838  -11.99862  3.27310  0.136
H  -8.48204  -0.49625  -2.09556  0.131

The spin multiplicity is 1. As for the charge: -1.



C6H9N in the gas phase. Source: the OMol25 dataset; level of theory: the ωB97M-V functional and the def2-TZVPD basis.

Last column: natural (NBO) charge in e.
Atoms and positions in Å:
H  2.17539  -1.19823  1.40657  0.169
C  -1.49731  0.59095  -1.15380  -0.154
N  0.79679  -0.34104  -0.07298  -0.416
C  -0.14739  0.36209  0.75738  -0.083
C  2.10566  -0.63549  0.46035  -0.408
H  -1.57450  2.00904  0.48414  0.212
H  2.58369  0.34080  0.62494  0.199
C  -0.49925  -0.98308  0.21925  -0.121
H  0.08377  0.51409  1.81635  0.202
H  -1.85542  -1.49668  -1.55923  0.215
H  2.68005  -1.15245  -0.31595  0.202
C  -0.83413  1.42514  -0.07570  -0.448
H  -0.07287  2.11199  -0.47435  0.222
C  -1.40965  -0.72319  -0.94153  -0.207
H  -0.59074  -1.86761  0.85040  0.211
H  -1.94408  1.04367  -2.02584  0.207

As for the energy relative to the best compared isomer or geometry (same formula, charge and spin): 51.25 kcal/mol. The spin multiplicity is 1. Its structure (SMILES) is CN1[C@@H]2C=CC[C@@H]21.



2 unconnected molecules or ions with the total composition C5H8OS. Source: the OMol25 dataset; level of theory: the ωB97M-V functional and the def2-TZVPD basis.

Last column: natural (NBO) charge in e.
Atoms and positions in Å:
O  0.55045  1.37425  -1.65253  -0.597
H  1.40647  -1.85210  -0.54507  0.227
H  1.40235  1.16204  -2.04582  0.505
H  -1.27356  0.77243  1.33892  0.245
H  3.25781  -0.09116  2.52593  0.206
H  -1.45930  -0.97361  1.20946  0.223
C  -1.64057  -0.00957  0.72510  -0.578
S  1.16910  -1.17975  -1.72670  -0.002
H  -1.78883  0.89483  -1.12609  0.249
H  -1.66699  -0.89353  -1.10497  0.251
C  0.15599  0.18681  -1.16146  0.487
C  -1.24194  0.07923  -0.70579  -0.549
C  1.47321  0.27461  1.28902  -0.358
C  2.34883  0.18775  2.09691  -0.524
H  -2.69300  0.06777  0.88308  0.214

As for the energy relative to the best compared isomer or geometry (same formula, charge and spin): 144.27 kcal/mol. The spin multiplicity is 1.



E_tot list, top to bottom, in Ha: -7970.41399 -288.70036 -668.50863